C26H32N4O3S | ωB97M-V/def2-TZVPD

Values from the calculation:
Gap between HOMO and LUMO   0.3151 hartree
Maximum force   0.81 eV Å⁻¹
HOMO energy   -7.9 eV
SMILES   COc1cc2c(cc1OC)CN(c1nc(CN3CCOCC3)nc3sc4c(c13)CCCC4)CC2
Energy above the lowest of the compared OMol25 structures with the same formula, charge and spin   39.0 kcal/mol
Multiplicity   1
Energy   -50419.6580 eV

The geometry in XYZ format:
```
66
Properties=species:S:1:pos:R:3:forces:R:3
H 6.1628 -1.4725 1.5073 0.0164 -0.0123 0.0906
H 6.8844 0.4805 -1.6097 0.0531 0.0148 0.0244
H -2.4478 -1.5092 2.4224 -0.0821 0.0397 0.1639
H 6.4429 -1.8803 -1.4995 0.0248 -0.0419 -0.0517
H 3.8212 -2.1801 1.0972 -0.0148 -0.0535 -0.0574
H -1.2832 5.1638 0.1659 -0.0231 0.0246 0.0276
H -3.6229 5.1839 -0.7765 0.0923 -0.0081 -0.0296
C 4.4396 -1.8430 0.2632 0.1609 -0.0784 0.1514
H 0.3519 -0.8630 -1.8529 0.0650 -0.0418 -0.0776
H 1.1774 -3.3039 -0.2077 0.0848 0.0155 -0.0435
H -2.4708 4.4124 1.2710 0.0383 0.0205 -0.0296
H 6.1634 -3.0546 0.7179 0.0223 0.0096 0.0611
O -3.8490 3.1884 -0.7193 -0.1991 0.0776 0.0402
H -1.4856 1.0290 0.3047 -0.1751 -0.0030 0.0236
H 0.1677 -2.7539 1.9181 -0.0070 0.1069 0.0079
C 4.1313 -0.4062 -0.0379 0.4302 -0.0763 -0.1897
C -0.0891 3.0585 1.1946 -0.0674 0.0383 0.0118
H 4.2089 -2.4741 -0.6006 -0.0584 -0.0605 0.0663
C 5.9261 -1.9983 0.5804 -0.0792 -0.1533 -0.2441
C -1.9516 4.3110 0.3003 -0.1958 0.0043 -0.2953
H -2.5857 1.9657 1.3490 0.0402 -0.0231 0.0127
N 1.2428 -1.4633 0.7270 0.0656 -0.2179 0.3378
O -4.8037 -1.4811 -1.3956 0.1503 0.0077 0.4421
H -0.0014 -1.0320 2.3239 -0.0334 -0.1435 -0.0285
N 2.0588 2.5465 0.2400 -0.0066 0.5662 -0.0145
C 1.2713 -2.2522 -0.4915 -0.0411 -0.0142 -0.4901
C -2.0696 1.9468 0.3709 -0.2754 -0.1544 -0.3968
H -6.0286 -1.0955 2.7900 0.0831 -0.0062 0.0386
H 2.2185 -2.1050 -1.0054 -0.0144 -0.1083 0.0481
S 4.5829 2.1070 -0.5743 -0.1051 -0.3727 0.1436
C 3.0011 1.6563 -0.0216 0.0277 -0.4694 -0.0247
C -2.3762 -1.6882 -1.4101 -0.2867 0.0366 0.0193
H -4.2665 -0.6136 -3.2015 0.0001 -0.0330 0.0109
C 0.1249 -1.8451 -1.4225 0.1431 -0.0033 0.1410
C -4.9677 -1.2235 2.5816 -0.0033 0.0166 0.2415
C -3.6313 -1.4987 0.6386 -0.1329 0.0005 -0.0056
C 6.7535 -1.4152 -0.5616 0.0487 0.1060 0.1959
H -4.6018 -2.1138 3.1048 0.0032 0.0403 -0.0235
H -4.4379 -2.3930 -3.2243 0.0051 0.0431 0.0158
C 2.8831 0.2657 0.1713 -0.4626 0.6619 -0.0714
H -2.3241 -1.7341 -2.4866 -0.0666 0.0016 -0.1514
H -4.4205 -0.3439 2.9368 -0.0012 -0.0324 -0.0108
C 0.0473 -1.7451 1.5002 -0.0626 -0.1119 0.2604
N -1.1784 3.0845 0.2301 0.0472 0.0637 0.0852
C 6.5455 0.0978 -0.6439 0.1453 -0.0819 -0.0532
H 0.0483 -2.5575 -2.2469 0.0192 0.0324 -0.0387
H -2.6037 1.8814 -1.7131 -0.0348 -0.0438 0.0442
C -3.1130 1.9867 -0.7428 0.2047 -0.2916 0.2157
H -3.8385 1.1815 -0.6205 0.0729 -0.0154 -0.0331
H 0.3838 4.0418 1.2045 -0.0536 -0.0765 0.0538
H -5.8792 -1.3584 -3.0719 0.0840 -0.0067 -0.0352
H 7.1426 0.5983 0.1255 0.0553 -0.0011 -0.0443
H -2.4624 4.2716 -1.7901 -0.0296 0.0457 0.0644
C 5.1121 0.4457 -0.4299 -0.3339 0.2285 -0.0308
C 0.9607 2.0626 0.7914 0.3302 0.2939 -0.0749
C -1.2224 -1.6835 0.6917 0.0703 -0.0201 -0.2688
C 1.5998 -0.1370 0.6109 0.2960 0.4645 0.0975
H -0.4490 2.8134 2.2091 0.0088 0.0576 -0.0266
H 7.8130 -1.6301 -0.4154 0.0061 -0.0143 -0.0778
C -4.8301 -1.4623 -2.8000 0.0097 -0.0040 -0.2349
C -3.5946 -1.5624 -0.7735 -0.1366 -0.0021 0.0000
C -2.9882 4.2969 -0.8237 0.1792 0.2811 0.1683
C -1.1850 -1.7531 -0.6883 0.0940 -0.0049 0.2412
O -4.8702 -1.3638 1.1874 0.1708 -0.0307 -0.4202
C -2.4472 -1.5629 1.3454 -0.2232 -0.0100 -0.0326
N 0.7090 0.7756 0.9861 -0.1435 -0.4772 0.0603
```
Forces are in eV/Å.